C17H23BrGeKN7 | ωB97M-V/def2-TZVPD

XYZ file:
```
50
Properties=species:S:1:pos:R:3
K -0.8008 0.8846 -0.1257
N 1.3631 -2.5752 0.5096
C 0.0329 -2.7459 0.6595
N -0.4965 -3.9083 0.2867
C -1.8201 -3.9852 0.4409
N -2.4210 -5.1337 0.0937
N -2.6196 -3.0071 0.9141
C -1.9710 -1.9063 1.2348
N -0.6594 -1.7008 1.1489
C -2.7510 -0.7252 1.7241
C -2.5430 -0.2314 3.0039
C -3.2409 0.9021 3.3872
C -4.1013 1.4947 2.4781
C -4.2198 0.9363 1.2161
N -3.5552 -0.1525 0.8289
H 1.9170 -3.3871 0.3016
H 1.7972 -1.7830 0.9579
H -1.8712 -5.8967 -0.2542
H -3.4159 -5.2101 0.1951
H -1.8410 -0.7180 3.6665
H -3.1039 1.3254 4.3731
H -4.6550 2.3872 2.7336
H -4.8664 1.3866 0.4717
Br 2.1027 -0.6967 -6.8726
C 1.2272 -0.3743 -5.2351
C 1.3314 -1.2885 -4.2014
C 0.6651 -1.0021 -3.0211
N -0.0656 0.0956 -2.8343
C -0.1443 0.9621 -3.8412
C 0.4814 0.7784 -5.0638
H 1.9132 -2.1925 -4.3058
H 0.7297 -1.6899 -2.1844
H -0.7324 1.8561 -3.6676
H 0.3901 1.5126 -5.8506
C 2.2016 0.6660 2.0834
Ge 2.0899 2.3763 1.0684
C 3.6872 3.3788 1.6835
C 2.5652 1.8476 -0.7891
C 0.3526 3.1319 1.1527
H 3.0856 0.1011 1.7718
H 1.3068 0.0506 1.9484
H 2.2878 0.8593 3.1544
H 4.5978 2.7819 1.5922
H 3.5638 3.6690 2.7282
H 3.8102 4.2899 1.0955
H 3.6238 1.5840 -0.8416
H 2.3821 2.6686 -1.4858
H 1.9964 0.9827 -1.1442
H 0.3334 4.0896 0.6207
H 0.0600 3.3117 2.1932
```

Relative energy (zero: lowest compared OMol25 entry of this formula, charge and spin) (kcal per mole): 5.2
DFT total energy (eV): -171316.986
M (g/mol): 517.03
HOMO energy (eV): -5.593
HOMO-LUMO gap (Ha): 0.2134
Net charge: 0